A molecular structure, C26H29N8O4Ti, computed with ωB97M-V/def2-TZVPD.

CARTESIAN COORDINATES (ANGSTROEM)
Ti (-0.105, -0.510, -0.277)
C (0.366, 1.158, 2.576)
N (0.511, 1.492, 1.153)
C (1.829, 1.869, 0.680)
C (2.624, 0.646, 0.341)
N (2.070, -0.490, 0.017)
C (3.103, -1.345, -0.323)
C (3.062, -2.674, -0.731)
C (4.271, -3.289, -1.004)
C (5.486, -2.606, -0.870)
C (5.536, -1.284, -0.458)
C (4.320, -0.670, -0.193)
N (3.983, 0.604, 0.237)
C (0.367, -0.327, 2.712)
N (-0.288, -1.074, 1.746)
C (-0.674, -2.248, 2.349)
C (-1.257, -3.389, 1.811)
C (-1.538, -4.457, 2.665)
C (-1.244, -4.399, 4.019)
C (-0.663, -3.254, 4.577)
C (-0.401, -2.192, 3.733)
N (0.136, -0.940, 3.965)
H (-0.580, 1.616, 2.920)
H (1.162, 1.617, 3.178)
H (-0.166, 2.189, 0.876)
H (2.386, 2.498, 1.389)
H (1.695, 2.409, -0.262)
H (2.108, -3.173, -0.834)
H (4.283, -4.321, -1.331)
H (6.408, -3.127, -1.094)
H (6.477, -0.760, -0.358)
H (4.600, 1.379, 0.397)
H (-1.469, -3.438, 0.751)
H (-1.986, -5.354, 2.253)
H (-1.466, -5.246, 4.656)
H (-0.439, -3.201, 5.636)
H (0.640, -0.702, 4.799)
C (-3.813, -0.760, 0.868)
C (-3.335, 0.183, -0.180)
N (-2.077, 0.394, -0.479)
C (-2.042, 1.295, -1.549)
C (-3.368, 1.650, -1.881)
N (-4.148, 0.915, -0.973)
C (-3.977, 2.502, -2.835)
O (-3.145, 3.158, -3.678)
O (-5.205, 2.612, -2.947)
C (-0.788, 1.606, -2.142)
O (-0.632, 2.449, -3.051)
O (0.233, 0.930, -1.619)
H (-2.981, -1.022, 1.518)
H (-4.192, -1.678, 0.413)
H (-4.615, -0.321, 1.464)
H (-5.153, 0.953, -0.966)
H (-2.202, 2.948, -3.459)
C (0.128, -2.310, -3.481)
C (-0.718, -2.759, -2.285)
C (-2.204, -2.545, -2.606)
C (-0.451, -4.252, -1.966)
N (-0.389, -1.928, -1.158)
H (-0.120, -2.887, -4.378)
H (1.190, -2.452, -3.265)
H (-0.036, -1.250, -3.679)
H (-2.517, -3.151, -3.462)
H (-2.394, -1.494, -2.828)
H (-2.814, -2.829, -1.744)
H (0.188, -4.719, -2.720)
H (-1.377, -4.829, -1.920)
H (0.040, -4.349, -0.997)

Forces on atoms 1 to 6 (eV/Å):
-0.4 -0.3 0.1
0.1 0.1 -0.1
-0.1 0.1 0.0
0.1 -0.1 -0.1
0.0 0.1 0.0
0.0 0.2 -0.1

Output
Total charge: -1
Multiplicity: 3
Kohn-Sham gap (alpha / beta) (hartree): 0.13370 / 0.26105
⟨S²⟩: 2.02
Lowest unoccupied orbital energy (alpha / beta) (eV): 2.1 / 2.0
ΔE to the lowest compared entry with this formula, charge and spin (kJ/mol): 0.0